ORCA calculation (ωB97M-V/def2-TZVPD) on C8H24K5O12P as an isolated structure.

Properties
highest occupied orbital energy	-9.2798	eV
net charge	+2
lowest unoccupied orbital energy	-6.356	eV
DFT total energy	-4562.60736	Ha

CARTESIAN COORDINATES (ANGSTROEM)
K1 -2.112 2.299 1.437
K2 4.880 1.045 -0.738
K3 -0.162 -3.263 4.644
K4 2.547 -5.029 -0.284
K5 5.173 -3.054 4.267
P1 1.163 -0.854 1.017
O1 0.213 -2.016 0.483
O2 1.043 0.349 0.024
O3 2.627 -1.314 1.136
O4 0.784 -0.299 2.381
C1 -0.375 -1.554 -6.188
C2 -0.327 -0.469 -5.091
O5 0.888 -0.592 -4.380
O6 0.492 -1.374 -7.258
H1 -1.403 -1.692 -6.525
H2 -0.258 -2.523 -5.702
H3 -1.135 -0.448 -4.359
H4 -0.292 0.476 -5.632
H5 0.752 -0.260 -3.489
H6 0.327 -2.114 -7.846
C3 0.274 1.509 7.185
C4 1.734 1.504 6.874
O7 2.294 0.354 6.162
O8 -0.562 1.557 6.038
H7 0.099 2.366 7.836
H8 0.058 0.674 7.851
H9 2.345 1.695 7.757
H10 1.899 2.401 6.278
H11 1.649 0.326 5.451
H12 -0.047 1.201 5.310
C5 1.758 4.864 -0.666
C6 0.345 4.920 -1.277
O9 0.150 3.829 -2.248
O10 1.670 4.085 0.545
H13 2.184 5.865 -0.605
H14 2.527 4.492 -1.343
H15 0.350 5.896 -1.762
H16 -0.494 5.011 -0.588
H17 0.494 3.055 -1.797
H18 1.508 3.148 0.412
C7 -4.070 -3.057 -1.841
C8 -3.618 -4.418 -1.579
O11 -2.274 -4.577 -1.790
O12 -3.669 -2.077 -0.911
H19 -5.158 -3.012 -1.882
H20 -3.702 -2.795 -2.834
H21 -4.099 -5.225 -2.132
H22 -3.881 -4.509 -0.525
H23 -1.823 -4.066 -1.115
H24 -2.767 -2.330 -0.701



ORCA calculation (ωB97M-V/def2-TZVPD) on C8H24LiO4S4 as an isolated structure.

Properties
highest occupied orbital energy	-11.7567	eV
net charge	+1
lowest unoccupied orbital energy	-1.957	eV
DFT total energy	-2220.07577	Ha
ΔE to the lowest compared entry with this formula, charge and spin	24.4	kcal/mol

CARTESIAN COORDINATES (ANGSTROEM)
Li1 0.754 -0.001 0.389
C1 -3.451 0.230 2.343
S1 -2.175 -0.939 1.699
O1 -0.998 -0.136 1.577
C2 -1.889 -1.880 3.202
H1 -4.224 -0.157 3.033
H2 -3.709 0.723 1.501
H3 -2.880 1.025 2.901
H4 -2.763 -2.599 3.295
H5 -2.023 -1.152 4.048
H6 -1.025 -2.470 3.376
C3 2.496 -3.277 -1.360
S2 2.178 -3.118 0.380
O2 2.022 -1.596 0.552
C4 0.485 -3.749 0.407
H7 2.219 -4.283 -1.703
H8 3.229 -2.858 -1.955
H9 1.909 -2.436 -1.790
H10 0.079 -3.779 1.530
H11 0.467 -4.641 0.094
H12 -0.156 -3.022 -0.118
C5 2.061 4.374 -0.045
S3 2.782 2.765 0.225
O3 1.637 1.783 0.690
C6 3.314 2.283 -1.413
H13 2.819 5.088 -0.434
H14 1.935 4.669 0.838
H15 1.182 4.264 -0.652
H16 4.061 2.891 -1.626
H17 2.263 2.316 -1.938
H18 3.720 1.246 -1.508
C7 -1.379 2.132 -1.318
S4 -0.750 0.748 -2.312
O4 0.333 -0.001 -1.455
C8 -2.230 -0.249 -2.331
H19 -2.080 2.500 -1.887
H20 -0.538 2.707 -0.830
H21 -1.858 1.769 -0.468
H22 -2.968 0.485 -2.824
H23 -2.785 -0.489 -1.412
H24 -2.084 -1.150 -2.721



ORCA calculation (ωB97M-V/def2-TZVPD) on a 6-piece molecular cluster, C8H24N6O12P overall.

Properties
highest occupied orbital energy	-2.8432	eV
net charge	-1
lowest unoccupied orbital energy	0.894	eV
DFT total energy	-1891.47119	Ha

CARTESIAN COORDINATES (ANGSTROEM)
C1 5.985 1.347 0.879
C2 4.820 2.315 0.238
C3 4.092 3.318 1.317
N1 3.212 2.617 2.328
P1 1.715 1.975 1.604
O1 1.146 2.922 0.259
O2 1.803 0.273 1.249
H1 6.976 1.394 0.215
H2 5.608 0.219 0.815
H3 6.219 1.546 2.009
H4 5.194 2.943 -0.703
H5 3.981 1.582 -0.186
H6 3.421 4.111 0.728
H7 4.870 3.987 1.926
H8 0.265 2.477 -0.002
H9 1.948 0.143 0.249
C4 -1.765 -1.354 0.064
N2 -1.012 -0.072 0.017
O3 -0.052 -0.007 -0.759
O4 -1.406 0.834 0.762
H10 -1.310 -2.056 -0.639
H11 -1.703 -1.736 1.085
H12 -2.797 -1.141 -0.219
C5 -0.055 1.424 -4.236
N3 -1.289 0.634 -4.495
O5 -1.295 -0.094 -5.495
O6 -2.216 0.767 -3.689
H13 0.674 1.210 -5.021
H14 -0.332 2.480 -4.245
H15 0.330 1.123 -3.260
C6 3.873 5.044 4.781
N4 4.626 6.326 4.734
O7 5.586 6.391 3.958
O8 4.231 7.232 5.479
H16 4.328 4.342 4.079
H17 3.935 4.662 5.802
H18 2.840 5.257 4.498
C7 -4.000 -2.858 -2.943
N5 -3.770 -3.984 -1.998
O9 -4.711 -4.760 -1.802
O10 -2.649 -4.055 -1.479
H19 -5.023 -2.918 -3.321
H20 -3.848 -1.928 -2.391
H21 -3.281 -2.959 -3.758
C8 -6.675 -6.760 0.039
N6 -7.467 -7.949 0.457
O11 -7.885 -8.693 -0.437
O12 -7.646 -8.100 1.671
H22 -6.597 -6.753 -1.050
H23 -7.202 -5.872 0.394
H24 -5.687 -6.845 0.496



ORCA calculation (ωB97M-V/def2-TZVPD) on a 4-piece molecular cluster, C8H24O8 overall.

Properties
highest occupied orbital energy (spin up / spin down)	-12.7817 / -12.7809	eV
net charge	+1
lowest unoccupied orbital energy (spin up / spin down)	-3.077 / -9.726	eV
DFT total energy	-920.63315	Ha
ΔE to the lowest compared entry with this formula, charge and spin	7.5	kcal/mol
⟨S²⟩	0.754
multiplicity	2

CARTESIAN COORDINATES (ANGSTROEM)
C1 -12.535 21.133 7.128
C2 -11.093 21.427 7.586
O1 -10.884 22.581 8.416
O2 -12.883 22.023 6.068
H1 -13.231 21.162 7.967
H2 -12.741 20.182 6.636
H3 -10.427 21.517 6.728
H4 -10.708 20.497 8.003
H5 -10.749 23.311 7.807
H6 -12.834 22.932 6.373
C3 -12.313 20.922 11.327
C4 -12.020 19.516 11.950
O3 -10.787 18.802 11.676
O4 -11.214 21.882 11.480
H7 -13.316 21.205 11.648
H8 -12.322 20.655 10.271
H9 -12.773 18.803 11.613
H10 -12.102 19.684 13.024
H11 -9.992 19.310 11.852
H12 -11.371 22.446 10.720
C5 -12.016 17.330 9.071
C6 -10.908 16.257 8.819
O5 -9.858 16.836 8.052
O6 -11.498 18.656 9.109
H13 -12.683 17.005 9.869
H14 -12.837 17.267 8.357
H15 -11.187 15.259 8.483
H16 -10.369 16.022 9.737
H17 -10.066 17.754 7.860
H18 -11.062 18.856 9.941
C7 -14.275 12.013 7.752
C8 -13.488 13.343 7.612
O7 -14.268 14.493 8.287
O8 -15.203 11.957 6.708
H19 -14.791 11.961 8.711
H20 -13.665 11.115 7.855
H21 -13.129 13.484 6.592
H22 -12.593 13.353 8.234
H23 -15.091 14.600 7.805
H24 -15.758 12.740 6.729



ORCA calculation (ωB97M-V/def2-TZVPD) on C8H25BaNO9P as an isolated structure.

Properties
highest occupied orbital energy	-2.7116	eV
net charge	-1
lowest unoccupied orbital energy	1.434	eV
DFT total energy	-1418.77451	Ha
ΔE to the lowest compared entry with this formula, charge and spin	0.0	kcal/mol

CARTESIAN COORDINATES (ANGSTROEM)
Ba1 0.716 -0.314 -0.463
P1 1.033 -2.658 1.762
O1 0.945 -4.194 1.791
O2 1.935 -2.438 0.475
O3 2.077 -2.233 2.859
O4 -0.217 -1.746 1.654
C1 3.709 0.818 1.788
O5 2.346 0.491 1.694
H1 4.360 -0.008 1.481
H2 3.958 1.691 1.184
H3 3.960 1.004 2.838
H4 2.150 -0.341 2.207
C2 -0.842 1.223 2.912
O6 -1.134 0.629 1.654
H5 0.191 1.024 3.210
H6 -0.959 2.299 2.776
H7 -1.482 0.842 3.710
H8 -0.882 -0.329 1.767
C3 -2.668 1.708 -1.369
C4 -1.455 1.909 -2.269
C5 -0.380 2.853 -1.775
O7 0.178 2.354 -0.562
C6 0.985 3.282 0.128
N1 -0.850 0.571 -2.521
H9 -2.442 1.203 -0.427
H10 -3.401 1.071 -1.870
H11 -3.147 2.658 -1.122
H12 -1.816 2.352 -3.207
H13 -0.814 3.856 -1.767
H14 0.439 2.819 -2.507
H15 1.478 2.785 0.965
H16 0.360 4.043 0.610
H17 1.744 3.751 -0.503
H18 -1.595 0.027 -2.954
H19 -0.179 0.736 -3.275
C7 -0.562 -3.497 -1.954
C8 -1.443 -3.742 -0.717
O8 -1.867 -2.492 -0.177
O9 0.543 -2.684 -1.663
H20 -1.177 -3.001 -2.715
H21 -0.280 -4.454 -2.413
H22 -0.929 -4.379 0.008
H23 -2.379 -4.233 -1.014
H24 -1.306 -2.314 0.629
H25 1.093 -2.944 -0.855



ORCA calculation (ωB97M-V/def2-TZVPD) on C8H26B2O29 as an isolated structure.

Properties
highest occupied orbital energy	-5.3089	eV
net charge	-2
lowest unoccupied orbital energy	3.608	eV
DFT total energy	-2552.53690	Ha
ΔE to the lowest compared entry with this formula, charge and spin	166.3	kcal/mol

CARTESIAN COORDINATES (ANGSTROEM)
O1 -2.526 -4.238 3.699
C1 -1.976 -3.384 2.900
O2 -2.564 -2.251 2.784
B1 -1.592 -1.382 2.222
O3 -0.407 -2.267 1.937
C2 -0.688 -3.471 2.305
O4 -0.117 -4.458 1.950
O5 -1.234 -0.207 3.128
C3 -1.690 0.837 2.643
O6 -1.358 1.948 3.031
C4 -2.200 0.540 1.308
O7 -2.180 -0.738 0.979
O8 -2.757 1.453 0.597
O9 1.525 2.010 1.660
C5 1.511 1.242 0.692
O10 0.425 0.647 0.501
B2 0.551 0.173 -0.931
O11 1.728 0.752 -1.504
C6 2.264 1.379 -0.492
O12 3.321 2.051 -0.618
O13 -0.713 0.452 -1.773
C7 -1.270 -0.737 -1.879
O14 -2.459 -0.876 -2.271
C8 -0.356 -1.741 -1.522
O15 0.591 -1.309 -0.943
O16 -0.586 -2.927 -1.863
O17 4.799 3.728 0.946
H1 4.291 3.135 0.488
H2 4.640 3.643 1.764
O18 5.353 3.078 -2.558
H3 5.740 2.992 -1.681
H4 5.933 3.525 -3.176
O19 1.467 1.053 4.034
H5 0.994 1.548 3.423
H6 1.740 1.378 4.838
O20 1.947 5.165 1.875
H7 2.550 4.573 2.438
H8 1.158 5.082 2.340
O21 3.523 3.243 3.213
H9 4.140 3.246 4.062
H10 3.128 2.278 3.099
O22 -5.082 0.376 -4.059
H11 -4.817 -0.539 -4.004
H12 -4.704 0.485 -4.944
O23 -2.653 -4.035 -0.080
H13 -3.440 -3.701 -0.560
H14 -1.815 -3.699 -0.501
O24 -0.868 -3.737 -4.442
H15 -1.144 -4.561 -4.589
H16 -0.831 -3.506 -3.490
O25 2.247 -1.456 2.837
H17 1.597 -1.646 2.336
H18 2.052 -0.496 2.950
O26 -3.094 2.142 -2.548
H19 -2.697 1.548 -1.980
H20 -3.763 1.699 -3.024
O27 -0.032 -5.527 -1.886
H21 0.583 -5.972 -1.315
H22 0.146 -4.644 -1.436
O28 2.293 3.509 -3.494
H23 1.510 3.580 -2.911
H24 2.999 3.133 -2.953
O29 -5.182 -1.199 -0.860
H25 -5.736 -1.749 -1.398
H26 -4.209 -1.183 -1.272



ORCA calculation (ωB97M-V/def2-TZVPD) on a 7-piece molecular cluster, C8H26F6N2O9S2 overall.

Properties
highest occupied orbital energy	-9.7276	eV
lowest unoccupied orbital energy	-0.328	eV
DFT total energy	-2502.59975	Ha
ΔE to the lowest compared entry with this formula, charge and spin	0.0	kcal/mol

CARTESIAN COORDINATES (ANGSTROEM)
N1 0.047 0.202 0.193
H1 -0.297 1.170 0.235
H2 0.719 0.160 -0.584
H3 -0.681 -0.497 0.008
H4 0.524 0.019 1.082
C1 -2.617 -1.569 -2.979
F1 -3.282 -1.222 -4.051
F2 -3.043 -2.770 -2.558
F3 -1.314 -1.587 -3.258
S1 -2.937 -0.272 -1.624
O1 -2.021 0.834 -1.878
O2 -4.345 0.103 -1.789
N2 -2.362 -1.093 -0.180
S2 -3.619 -1.125 0.723
O3 -3.887 0.109 1.386
O4 -4.775 -1.810 0.145
C2 -3.119 -2.370 2.071
F4 -4.158 -2.283 2.932
F5 -3.048 -3.641 1.695
F6 -1.963 -2.035 2.650
O5 3.831 0.663 0.872
H5 3.786 0.288 -0.009
H6 4.083 1.580 0.734
O6 -0.445 -2.962 -0.445
H7 -1.126 -2.267 -0.495
H8 -0.754 -3.650 -1.039
O7 -0.428 2.805 0.336
H9 -1.387 2.912 0.331
H10 -0.084 3.698 0.417
C3 2.844 0.847 4.102
C4 1.661 -0.081 3.723
C5 0.321 0.570 3.977
O8 1.863 -0.385 2.317
H11 2.601 1.413 5.005
H12 2.882 1.701 3.424
H13 3.746 0.252 4.224
H14 1.729 -1.045 4.229
H15 -0.510 0.100 3.454
H16 0.371 1.640 3.770
H17 0.159 0.477 5.052
H18 2.773 -0.148 2.086
C6 1.325 2.278 -3.067
C7 1.233 0.741 -2.998
C8 1.671 0.092 -4.284
O9 1.850 0.093 -1.877
H19 2.301 2.613 -3.418
H20 1.139 2.705 -2.079
H21 0.519 2.737 -3.639
H22 0.171 0.528 -2.876
H23 2.643 0.427 -4.655
H24 0.989 0.307 -5.108
H25 1.694 -0.998 -4.230
H26 2.727 -0.254 -2.054



ORCA calculation (ωB97M-V/def2-TZVPD) on C8H27BIInN2O5P2 as an isolated structure.

Properties
highest occupied orbital energy	-6.1403	eV
lowest unoccupied orbital energy	-0.886	eV
DFT total energy	-2002.14316	Ha

CARTESIAN COORDINATES (ANGSTROEM)
C1 -2.475 -1.183 0.464
O1 -1.396 -0.357 0.915
B1 -0.172 -1.053 0.719
O2 0.642 -0.602 -0.357
In1 0.547 -2.821 1.976
I1 0.635 -5.175 0.378
P1 2.815 -2.285 2.958
C2 3.199 -0.453 2.922
C3 4.207 -3.267 2.186
P2 -1.003 -3.264 3.976
N1 -2.070 -2.118 4.224
O3 -1.742 -4.775 3.816
O4 -0.049 -3.359 5.355
H1 -2.163 -2.226 0.356
H2 -2.867 -0.786 -0.479
H3 -3.279 -1.137 1.199
H4 1.315 -1.258 -0.495
H5 2.298 0.055 3.279
H6 3.488 -0.044 1.947
H7 3.970 -0.268 3.674
H8 5.145 -2.901 2.625
H9 4.290 -3.203 1.096
H10 4.116 -4.317 2.462
H11 -1.935 -1.433 3.488
H12 -1.010 -5.375 3.683
H13 0.767 -3.785 5.105
C4 -1.292 1.758 -1.601
N2 -0.355 2.605 -2.420
C5 0.996 1.968 -2.340
C6 -0.283 3.975 -1.839
C7 -0.752 2.650 -3.887
C8 -2.094 3.287 -4.209
O5 -3.152 2.564 -3.598
H14 -0.811 1.552 -0.647
H15 -2.206 2.307 -1.419
H16 -1.480 0.829 -2.129
H17 1.299 1.939 -1.298
H18 1.694 2.564 -2.925
H19 0.924 0.960 -2.739
H20 -1.275 4.415 -1.843
H21 0.405 4.569 -2.437
H22 0.074 3.890 -0.816
H23 -0.738 1.615 -4.227
H24 0.040 3.204 -4.391
H25 -2.233 3.262 -5.293
H26 -2.120 4.334 -3.893
H27 -3.909 3.143 -3.521